Entry 1:
C7H6BrClO | the ωB97M-V functional and the def2-TZVPD basis

```
16
Properties=species:S:1:pos:R:3:lowdin_charge:R:1
C 1.638 0.975 1.680 -0.3252
C -0.423 -1.280 -1.239 -0.2528
H 0.011 -1.709 -2.133 0.1065
C 0.833 0.887 0.463 -0.6506
H 2.725 1.069 1.506 0.1053
Cl 1.235 -2.824 0.190 0.6499
H -0.927 1.234 1.474 0.1334
C -0.505 1.013 0.500 -0.1281
O 1.165 0.919 2.789 0.0545
C -1.390 -0.213 -1.415 -0.1004
H -2.207 1.596 -0.693 0.1098
C -0.006 -1.661 -0.032 -0.6240
C -1.435 0.847 -0.596 -0.0938
H -2.079 -0.298 -2.239 0.1080
Br 1.841 0.812 -1.146 0.8246
H -0.475 -1.364 0.892 0.0828
```

Calculated values
Energy (Ha): -3379.699919
Total charge: 0
Structure (SMILES): O=C/C(Br)=C/C=C\C=C\Cl
Energy relative to the best compared isomer or geometry (same formula, charge and spin) (kcal per mole): 49.1

***

Entry 2:
C5H13NO2 | the ωB97M-V functional and the def2-TZVPD basis

```
21
Properties=species:S:1:pos:R:3:lowdin_charge:R:1
H 1.365 -3.435 -0.918 0.0305
C -2.651 0.321 -0.662 -0.0615
H 1.270 0.240 -0.811 0.0932
H 2.050 -1.176 1.798 0.0958
O 1.285 -1.420 1.261 -0.0967
H 0.046 1.683 1.478 0.1049
H 0.076 -0.417 2.603 0.1165
H -0.664 0.540 -2.006 0.1049
C 0.762 1.131 -0.460 -0.1799
H 1.804 1.026 1.310 0.1098
N -1.709 1.038 -0.264 -0.0391
C 0.297 -0.412 1.525 -0.2565
C 0.746 0.968 1.078 -0.1799
H -0.755 2.210 -1.601 0.1200
H -3.541 0.169 -0.064 0.0666
H 0.940 -2.009 -0.611 -0.0167
H -2.639 -0.209 -1.625 0.0808
O 1.081 -2.623 -1.344 -0.0699
H -0.621 -0.812 1.097 0.1067
H 1.440 1.967 -0.627 0.1068
C -0.582 1.221 -1.155 -0.2363
```

Calculated values
Energy (Ha): -403.494328
Total charge: 0
Structure (SMILES): C=NCCCCO.O
Energy relative to the best compared isomer or geometry (same formula, charge and spin) (kcal per mole): 51.6

***

Entry 3:
C35H49AsCaN5O2SSe | the ωB97M-V functional and the def2-TZVPD basis

```
95
Properties=species:S:1:pos:R:3:lowdin_charge:R:1
C 1.674 5.592 2.426 -0.1998
C -1.049 -6.692 -0.263 -0.0633
C 1.995 4.469 -2.514 -0.1993
H -3.109 -3.255 -1.387 0.1203
As -0.391 -2.669 -0.745 1.2070
H -5.224 -1.182 -1.675 0.1112
C 1.938 -3.863 -1.578 -0.1044
C 3.655 -1.746 -1.097 -0.0742
C -3.528 1.048 -0.020 -0.7360
H -0.152 4.418 2.408 0.1300
O 0.522 -1.357 3.236 -0.0910
C 4.104 -2.914 -1.688 -0.0585
H 0.406 -2.200 -3.581 0.1131
H 3.543 3.411 2.606 0.0413
C -1.290 -2.691 -2.399 -0.3533
C -1.005 -5.413 -0.789 -0.1189
C -4.758 1.278 2.157 -0.0266
H 0.697 -1.797 6.353 0.1193
C 0.233 -1.245 4.422 -0.5627
Se -2.207 2.281 0.248 0.6517
C -0.659 -2.430 -3.593 -0.0871
H -2.295 -0.364 -2.526 0.0783
N -3.728 0.302 -1.117 -0.1043
H 0.684 4.640 0.115 0.1421
C 3.131 5.489 2.032 -0.2755
C -2.637 -3.025 -2.348 -0.1380
H -0.463 -5.956 2.957 0.0902
C -4.850 -0.514 -0.940 -0.0311
H 4.944 4.434 2.525 0.0689
C -0.527 -4.488 1.420 -0.0500
H 3.806 4.609 3.850 0.0808
H -1.239 -7.523 -0.919 0.1102
H -2.517 1.419 -2.335 0.0464
C 0.918 4.285 2.158 -0.2153
C -3.017 0.457 -2.375 -0.0159
N 1.047 3.947 0.766 0.0205
H 1.653 -2.535 5.057 0.1183
H -1.146 -5.260 -1.851 0.1051
N 0.905 -1.925 5.364 0.1647
H 1.599 5.845 3.491 0.1190
O -1.013 -1.374 0.103 -0.6246
S 1.575 1.381 1.267 0.6148
N -4.480 0.682 0.873 -0.1064
C -3.391 -3.115 -3.503 -0.0626
H 1.551 5.256 -3.170 0.1288
C 3.947 2.762 -2.547 -0.1031
C 2.345 -1.582 -0.752 -0.0818
H -0.399 -3.622 2.076 0.1022
C -0.784 -4.340 0.055 -0.3156
C -0.592 -5.789 1.933 -0.0469
H 4.836 2.507 -3.130 0.0776
C -5.299 -0.293 0.310 -0.0227
H 4.288 3.175 -1.597 0.0788
C -0.845 -0.341 4.984 -0.2505
H 3.206 5.302 0.938 0.0952
H 3.582 6.493 2.153 0.1160
H 3.793 4.577 -3.660 0.1100
C 0.864 3.555 -2.065 -0.1761
H 1.985 -0.697 -0.260 0.0190
C 1.285 2.737 0.271 -0.8111
C 3.115 3.786 -3.308 -0.2544
H 3.388 1.857 -2.381 0.0453
H -3.306 -2.972 -5.637 0.1060
C 3.248 -3.968 -1.931 -0.0761
C 1.498 -2.658 -1.030 -0.2841
H -2.123 1.264 4.237 -0.0052
C -2.732 -2.876 -4.730 -0.0586
H 0.009 4.117 -1.668 0.1059
H -3.871 1.263 2.779 0.0412
H 5.155 -3.001 -1.974 0.1185
H 1.307 3.468 2.761 0.0742
H -5.513 0.744 2.677 0.0881
H -4.476 -3.329 -3.456 0.1205
H -0.302 0.510 5.378 0.1064
H -0.946 -2.289 -5.726 0.1161
H 2.400 4.938 -1.626 0.0959
C -0.858 -6.869 1.090 -0.0600
Ca -0.763 0.171 1.729 0.9721
C -1.406 -2.480 -4.754 -0.0719
H 1.398 1.604 -1.362 0.1173
H -2.873 -0.277 4.196 -0.0075
H 4.320 -0.966 -0.798 0.1078
H 3.580 -4.924 -2.324 0.1177
H 1.245 -4.703 -1.714 0.1067
C -1.909 0.210 3.980 -0.3103
H -1.274 -0.907 5.816 0.0999
H -5.050 2.315 2.069 0.0976
H 0.475 2.998 -2.918 0.1268
H -0.934 -7.840 1.525 0.1040
H -3.710 0.484 -3.189 0.0933
C 3.901 4.414 2.783 -0.0944
H -6.225 -0.597 0.813 0.1388
H 2.666 3.372 -4.228 0.1128
N 1.260 2.560 -1.049 0.0090
H 1.186 6.425 1.844 0.1261
```

Calculated values
Energy (Ha): -7500.265985
Total charge: +1
Energy relative to the best compared isomer or geometry (same formula, charge and spin) (kcal per mole): 0.0

***

Entry 4:
C5H13O2 | the ωB97M-V functional and the def2-TZVPD basis

```
20
Properties=species:S:1:pos:R:3:mulliken_spin:R:1
H -0.866 -0.285 2.651 0.0254
H 0.812 2.360 0.983 0.0230
H 0.597 -1.001 2.655 0.0210
O 0.641 3.089 0.312 -0.0210
C -0.310 -0.239 -0.509 -3.0273
H -0.397 0.815 -0.288 -0.1398
C 0.046 -0.267 2.001 0.2687
H 1.769 -0.259 -0.118 0.2561
C 1.157 -0.484 -0.987 1.3342
H 1.339 0.238 -1.811 -0.0276
O 0.536 0.998 1.886 0.0432
C -1.215 -0.605 -1.700 4.2617
H -0.279 -2.079 0.752 -0.3874
H -1.689 -1.004 0.793 -0.1683
H 1.232 -1.525 -1.377 -0.7882
H -1.172 -1.674 -1.969 -0.4793
C -0.594 -1.030 0.786 0.7756
H -0.881 -0.038 -2.580 -0.2794
H -2.262 -0.349 -1.543 -0.6810
H 1.535 3.340 0.064 -0.0097
```

Calculated values
Energy (Ha): -348.614016
Total charge: -2
Spin multiplicity: 2
Energy relative to the best compared isomer or geometry (same formula, charge and spin) (kcal per mole): 17.3

***

Entry 5:
CH6N4S | the ωB97M-V functional and the def2-TZVPD basis

```
12
Properties=species:S:1:pos:R:3:lowdin_charge:R:1
H 1.285 0.743 1.837 0.0543
H 0.994 -2.729 0.139 0.0339
H -1.044 0.167 1.113 0.1636
S -2.625 -1.022 -1.860 0.1226
N -0.597 1.181 -0.655 -0.0048
H -1.525 0.886 -1.131 -0.0503
N 1.109 0.763 0.869 0.0331
N 0.925 -1.836 0.561 0.0752
H 0.089 1.217 -1.383 0.0442
C -0.116 0.218 0.393 -0.5188
H 1.363 1.584 0.268 0.1004
N 0.141 -1.172 -0.151 -0.0534
```

Calculated values
Energy (Ha): -658.728980
Total charge: 0
Energy relative to the best compared isomer or geometry (same formula, charge and spin) (kcal per mole): 89.3

***

Entry 6:
C28H20Br3F8NO7S2 | the ωB97M-V functional and the def2-TZVPD basis

```
69
Properties=species:S:1:pos:R:3:lowdin_charge:R:1
C 3.256 0.129 -0.349 -0.1562
N 2.097 0.518 2.091 0.0364
C -0.453 5.542 3.163 -0.5998
Br 4.459 -0.361 -3.138 0.7836
C -2.348 6.710 3.839 -0.0483
F 4.124 2.830 -2.643 0.0108
C 4.429 4.518 -0.908 -0.3184
H 1.848 3.286 2.806 0.0764
C -2.122 -3.611 -3.420 -0.1898
O 0.396 -4.649 0.204 0.0612
C 2.407 -3.068 -3.010 -0.2827
C 2.944 -0.009 2.950 -0.6005
H -4.194 -3.787 0.983 0.0498
O 3.414 -3.349 -3.690 0.0340
C 3.738 3.082 -1.282 -0.3124
C 0.116 -4.044 -2.219 -0.0836
O 4.441 2.178 1.195 -0.3230
H -1.781 7.587 4.159 0.0986
C 3.279 -0.822 -1.600 -0.4462
H 0.573 -3.855 -4.396 0.1309
Br -4.635 -4.283 -1.875 0.8378
C 2.430 -2.104 -1.713 -0.0465
F 3.915 5.482 -1.834 0.0856
Br -3.549 -1.768 -5.747 0.7950
C -0.990 0.983 1.951 -0.0930
H -0.318 0.840 2.868 0.0732
C -3.560 -2.860 1.172 -0.1156
H -1.834 -4.664 -1.369 0.0841
H 0.704 -1.436 2.971 0.0964
C 0.627 -3.821 -0.702 -0.2160
C -4.240 -1.465 1.130 -0.0663
C -1.384 -4.633 -2.426 -0.1381
H 0.632 -3.122 2.199 0.1257
O -0.113 6.436 2.427 0.1248
H -5.363 -1.428 0.927 0.0917
C 2.272 -0.289 0.832 -0.1044
C 1.398 4.254 2.585 -0.0459
C -1.105 -1.776 1.726 -0.1126
F -4.022 -1.389 -3.026 -0.0507
O -1.551 5.531 3.938 -0.0050
H -1.674 -3.802 -4.469 0.1150
F 2.309 3.161 -1.310 0.0491
H -1.807 -2.552 -3.135 0.1361
F 5.813 4.451 -1.165 0.1152
H -2.718 6.840 2.819 0.0982
C -4.311 -2.385 -4.030 -0.7666
F 4.103 5.009 0.385 0.1000
C 1.400 -1.601 0.777 -0.0175
H -3.204 6.590 4.504 0.0930
H -0.427 1.298 1.009 0.0832
H 2.111 5.034 2.860 0.1012
O 0.201 4.383 3.351 -0.0078
C 0.451 -1.998 2.004 -0.1217
F -5.736 -2.422 -4.128 -0.0375
C 1.495 -2.472 -0.494 0.0484
C -1.802 -0.369 1.678 -0.1508
H -3.819 0.814 1.342 0.0962
O 5.726 1.302 -0.659 -0.3471
C -3.701 -3.821 -3.558 -0.7133
C 0.953 -3.694 -3.330 0.0746
C -2.049 -3.010 1.481 -0.0288
S 4.317 1.663 -0.221 0.7984
H -1.381 -5.713 -2.803 0.1372
C -3.337 -0.228 1.374 -0.0296
H 1.177 4.290 1.515 0.0948
H -1.768 1.778 2.265 0.0846
F -4.077 -4.780 -4.549 -0.0550
S 3.471 -0.992 4.192 0.7176
H -1.649 -4.088 1.524 0.0919
```

Calculated values
Energy (Ha): -10977.230335
Total charge: 0

***

Entry 7:
C8H19ClErIn | the ωB97M-V functional and the def2-TZVPD basis

```
30
Properties=species:S:1:pos:R:3:mulliken_spin:R:1
C 3.483 -1.088 0.412 0.0032
C -0.377 -1.300 -0.693 0.6465
C -3.671 -1.253 -0.032 0.0024
H -3.026 2.045 0.812 -0.0001
H 4.217 0.994 1.018 0.0003
C -2.584 1.278 0.028 0.0071
H -1.464 1.576 -0.137 -0.0067
C 3.707 0.498 0.061 -0.0019
H 0.380 -2.214 -0.568 0.0146
H 1.633 -0.280 -3.135 0.0811
H -2.921 -0.120 1.797 0.0017
C -1.041 -0.898 0.751 0.0032
C -2.549 -0.259 0.672 -0.0025
H 2.455 -1.535 0.075 0.0037
H -1.171 -1.623 -1.507 0.0233
Er 0.084 4.144 2.114 2.0034
H -0.387 -0.188 1.420 0.0190
C 2.334 1.349 -0.221 0.0227
Cl 1.538 1.911 1.399 -0.0043
H -1.136 -1.917 1.367 0.0622
In 0.866 0.373 -1.643 0.0491
H -4.181 -1.964 0.747 0.0007
H 2.679 2.367 -0.742 0.0060
H 3.625 -1.366 1.547 0.0002
H 4.467 0.665 -0.839 -0.0006
H -3.256 -1.883 -0.926 -0.0025
H -4.516 -0.536 -0.457 0.0000
H 4.328 -1.695 -0.173 0.0001
H -3.190 1.286 -0.973 -0.0003
H -0.328 1.632 -2.174 0.0684
```

Calculated values
Energy (Ha): -1980.586259
Total charge: +2
Spin multiplicity: 4